# C6H10

One molecule with the formula C6H10 at a distorted geometry (ωB97M-V/def2-TZVPD, the Open Molecules 2025 dataset).

```
16
Properties=species:S:1:pos:R:3:nbo_charge:R:1
C 1.4340 -2.1635 -0.0953 -0.43
C 1.1827 -0.8467 -0.1001 -0.18
C -0.1972 -0.1613 0.0991 -0.05
C -1.4618 -0.7662 -0.3759 -0.66
C 0.0642 1.1692 0.3623 -0.17
C -0.7749 2.4488 0.1848 -0.67
H 0.8290 -3.0143 0.0945 0.21
H 2.5062 -2.2413 -0.0297 0.20
H 1.9778 -0.0853 -0.3157 0.20
H -2.2976 0.0829 -0.2639 0.22
H -1.8041 -1.5937 0.3160 0.23
H -1.0615 -1.0980 -1.3207 0.24
H 1.1581 1.3088 0.5047 0.19
H -1.7720 2.4041 -0.3332 0.22
H -0.1149 3.2126 -0.3208 0.22
H -0.9035 2.9426 1.2190 0.22
```

The orbital gap comes out at 9.41 eV. The total charge is 0. Its relative energy (zero: lowest compared OMol25 entry of this formula, charge and spin) is 2.3894 eV. As for the multiplicity: 1. The structure (SMILES) is C=C/C(C)=C/C.

=====

# C15H22AlBN6Si

C15H22AlBN6Si as an isolated structure (ωB97M-V/def2-TZVPD, the Open Molecules 2025 dataset).

```
46
Properties=species:S:1:pos:R:3:nbo_charge:R:1
Al -0.1531 0.0841 -0.1120 1.71
C 2.4709 -1.8579 -2.7247 -0.34
C 1.1814 -1.5388 -2.3178 0.01
N 1.2157 -1.0209 -1.0952 -0.39
N 2.4886 -0.9965 -0.6988 -0.30
C 3.2700 -1.4926 -1.6570 0.01
B 2.8539 -0.4991 0.7035 0.53
N 2.4666 0.9804 0.7955 -0.29
C 3.2295 2.0481 1.0256 0.01
C 2.4134 3.1630 1.0797 -0.34
C 1.1338 2.6665 0.8655 0.01
N 1.1893 1.3503 0.6955 -0.40
N 1.9198 -1.2306 1.6573 -0.31
C 2.1627 -2.0232 2.7060 0.00
C 0.9483 -2.4306 3.2238 -0.35
C -0.0026 -1.8237 2.4083 0.00
N 0.6049 -1.1058 1.4717 -0.38
H 2.7837 -2.2826 -3.6558 0.23
H 0.2508 -1.6604 -2.8355 0.23
H 4.3323 -1.5537 -1.5330 0.23
H 3.9984 -0.6715 0.9487 -0.02
H 4.2921 1.9607 1.1309 0.23
H 2.7090 4.1784 1.2421 0.23
H 0.1958 3.1842 0.8342 0.23
H 3.1625 -2.2489 3.0196 0.22
H 0.7803 -3.0713 4.0658 0.23
H -1.0725 -1.8700 2.4512 0.24
C -5.7637 -1.5656 -0.4915 -1.08
Si -4.9218 -0.8774 1.0804 1.56
C -5.0052 -2.1515 2.5037 -1.08
C -5.7215 0.7767 1.6071 -1.08
C -3.1253 -0.5923 0.7371 -0.53
C -1.9379 -0.4147 0.5259 -0.52
H -6.8178 -1.7768 -0.3351 0.23
H -5.2850 -2.4877 -0.8086 0.24
H -5.6863 -0.8569 -1.3110 0.24
H -6.0244 -2.3907 2.7907 0.23
H -4.4939 -1.7698 3.3830 0.23
H -4.5163 -3.0769 2.2124 0.24
H -6.7737 0.6661 1.8535 0.23
H -5.6430 1.5120 0.8115 0.24
H -5.2179 1.1822 2.4798 0.24
C -0.5495 1.2707 -1.6897 -1.27
H -1.0801 2.1714 -1.3643 0.22
H -1.2658 0.7616 -2.3430 0.22
H 0.2680 1.6126 -2.3370 0.21
```

The orbital gap comes out at 9.33 eV. The total charge is 0. As for the multiplicity: 1.

=====

# C8H11N2O

A 2-piece molecular cluster, C8H11N2O overall at a distorted geometry (ωB97M-V/def2-TZVPD, the Open Molecules 2025 dataset).

```
22
Properties=species:S:1:pos:R:3:nbo_charge:R:1
C -3.5551 -0.2763 0.1130 -0.15
C -2.8684 0.8622 0.4032 -0.24
C -2.8252 -1.3562 -0.5046 -0.22
C -1.4841 0.9928 0.0446 0.05
C -1.4652 -1.2001 -0.7414 0.02
C 2.6749 0.7103 0.3593 -0.24
C 2.3058 -0.7369 0.6777 -0.09
C 1.2373 -0.1258 -1.1641 0.59
N -0.8473 -0.0267 -0.5293 -0.45
N 1.7079 1.0936 -0.7317 -0.58
O 1.6964 -1.1436 -0.4846 -0.41
H -4.7194 -0.2743 0.2453 0.26
H -3.4403 1.7115 0.9803 0.25
H -3.4338 -2.0758 -0.9557 0.24
H -0.9867 2.0129 0.1995 0.23
H -0.8199 -1.9342 -1.2339 0.21
H 2.5955 1.3474 1.1305 0.22
H 3.7233 0.7574 -0.0841 0.21
H 3.1648 -1.4356 0.9160 0.24
H 1.6487 -0.7909 1.4842 0.20
H 0.8582 -0.2152 -2.0870 0.22
H 2.0480 1.8485 -1.3127 0.44
```

The orbital gap comes out at 10.42 eV. The total charge is +1. Its relative energy (zero: lowest compared OMol25 entry of this formula, charge and spin) is 2.6164 eV. As for the multiplicity: 1.

=====

# C4H4N2O3

One molecule with the formula C4H4N2O3 at a distorted geometry (ωB97M-V/def2-TZVPD, the Open Molecules 2025 dataset).

```
13
Properties=species:S:1:pos:R:3:nbo_charge:R:1
C 1.5135 0.5568 -1.1602 -0.59
C 0.2951 0.2643 -0.3095 -0.43
C -0.6929 -0.5281 -0.7127 0.77
O -1.2899 -1.4042 -1.1922 -0.45
C 0.2110 0.9028 0.9578 0.10
N -0.7779 0.7418 1.7818 -0.16
O -1.7354 -0.0443 1.1994 -0.33
N -1.6387 -1.5516 1.3356 0.40
O -2.6349 -1.9924 0.8763 -0.20
H 2.2764 0.9258 -0.4126 0.23
H 1.2767 1.1098 -2.0212 0.23
H 2.0770 -0.4215 -1.5739 0.22
H 1.1199 1.4409 1.2314 0.21
```

The orbital gap comes out at 8.36 eV. The total charge is 0. Its relative energy (zero: lowest compared OMol25 entry of this formula, charge and spin) is 6.6258 eV. As for the multiplicity: 1. The structure (SMILES) is CC(=C=O)/C=N\ON=O.

=====

# C27H45BCaN7SeSi3

C27H45BCaN7SeSi3 as an isolated structure at a distorted geometry (ωB97M-V/def2-TZVPD, the Open Molecules 2025 dataset).

```
85
Properties=species:S:1:pos:R:3:mulliken_charge:R:1
Ca -1.2941 0.0638 -0.0838 2.62
B -3.2265 2.5055 1.7206 -0.03
N -3.1833 1.1558 2.4623 0.02
C -3.6797 0.9522 3.6852 -0.30
C -3.3780 -0.3407 4.0720 -1.31
C -2.6758 -0.8537 2.9848 -0.59
N -2.5647 0.0644 2.0298 0.04
N -3.6122 2.2913 0.2392 -0.19
C -4.5429 2.9961 -0.4075 -0.20
C -4.5489 2.6062 -1.7353 -1.24
C -3.5552 1.6340 -1.8021 -0.30
N -3.0075 1.4637 -0.6025 -0.15
H -4.0794 3.1815 2.2261 -0.19
H -2.1525 3.0163 1.7732 -0.13
H -4.1975 1.7283 4.2142 0.42
H -3.6180 -0.8223 5.0001 0.42
H -2.2444 -1.8328 2.8700 0.71
H -5.1328 3.7370 0.0958 0.41
H -5.1756 2.9784 -2.5243 0.40
H -3.2216 1.0660 -2.6550 0.41
C 1.6484 1.6453 -5.1217 -0.46
C 0.8204 0.6231 -5.5663 -0.69
C -0.0412 -0.0089 -4.6994 -0.37
C -0.0802 0.3547 -3.3369 -1.10
C 0.7549 1.3941 -2.9011 0.60
C 1.5991 2.0259 -3.7872 -0.69
N -0.8688 -0.2878 -2.4247 1.68
N -1.5468 -1.2864 -2.9397 -0.42
C -2.2696 -2.0692 -2.1334 -0.67
C -2.9250 -3.1595 -2.7649 -0.41
C -3.6369 -4.0482 -2.0087 -0.50
C -3.7157 -3.8370 -0.6274 -0.81
C -3.0532 -2.7463 -0.0906 -0.39
N -2.3465 -1.8848 -0.7973 0.49
H 2.3147 2.1452 -5.8121 0.40
H 0.8552 0.3166 -6.6026 0.38
H -0.7002 -0.7954 -5.0377 0.39
H 0.7173 1.6838 -1.8599 0.09
H 2.2407 2.8186 -3.4331 0.38
H -2.8052 -3.2689 -3.8315 0.49
H -4.1265 -4.8967 -2.4682 0.39
H -4.2904 -4.4999 0.0002 0.48
H -3.1016 -2.5488 0.9718 0.06
C 0.4702 -0.6374 3.8078 -0.83
Si 1.6489 -1.4312 2.5274 -0.44
C 2.5847 -2.8289 3.4934 -1.16
C 3.0026 -0.1656 2.0653 -0.46
C 0.7527 -2.1129 1.0297 0.29
Si 1.6622 -2.8538 -0.4236 -0.15
C 2.8964 -4.2358 0.1322 -1.24
C 2.7018 -1.5375 -1.3535 -0.88
C 0.5170 -3.7298 -1.6880 -0.90
H 0.9952 -0.2644 4.6819 0.46
H -0.2635 -1.3537 4.1632 0.27
H -0.0617 0.1994 3.3647 0.10
H 3.0004 -2.4724 4.4318 0.33
H 3.4087 -3.2174 2.9053 0.29
H 1.9321 -3.6649 3.7239 0.30
H 3.5284 0.2147 2.9378 0.50
H 2.5595 0.6838 1.5549 -0.42
H 3.7436 -0.6019 1.4021 0.36
H -0.2184 -2.5532 1.2464 0.08
H 3.6828 -3.8218 0.7531 0.26
H 3.3731 -4.7373 -0.7056 0.35
H 2.3863 -4.9933 0.7191 0.32
H 3.6240 -1.3297 -0.8191 0.44
H 2.1483 -0.6035 -1.4240 -0.06
H 2.9669 -1.8438 -2.3632 0.43
H -0.3315 -4.2004 -1.2005 0.23
H 1.0287 -4.5002 -2.2578 0.46
H 0.1229 -3.0196 -2.4048 0.15
C 3.9259 2.9573 -0.0205 -0.90
Si 2.4242 3.7053 0.9063 0.50
C 2.1932 5.4670 0.1821 -1.16
C 2.8510 3.9168 2.7615 -1.02
Se 0.5225 2.5454 0.7013 -0.14
H 4.7709 3.6393 0.0213 0.37
H 3.6797 2.7838 -1.0641 0.14
H 4.2311 2.0076 0.4064 0.27
H 3.0499 6.1026 0.3898 0.36
H 1.3105 5.9337 0.6079 0.29
H 2.0549 5.4224 -0.8942 0.25
H 3.6081 4.6804 2.9166 0.33
H 3.2077 2.9864 3.1910 0.23
H 1.9556 4.2044 3.3045 0.28
```

The orbital gap (spin up / spin down) comes out at 3.57 / 3.59 eV. The total charge is -1. Its relative energy (zero: lowest compared OMol25 entry of this formula, charge and spin) is 2.3422 eV. As for the multiplicity: 1.

=====

# C12H30I2N3O7P2

C12H30I2N3O7P2 as an isolated structure at a distorted geometry (ωB97M-V/def2-TZVPD, the Open Molecules 2025 dataset).

```
56
Properties=species:S:1:pos:R:3:nbo_charge:R:1
C -4.3040 -1.0299 -0.3761 -0.66
C -3.9173 0.3688 -0.8390 -0.14
I -3.9105 0.6548 -2.9493 0.24
C -3.6346 1.3374 0.0202 -0.11
I -3.1661 3.2813 -0.6939 0.23
N -3.7033 0.9914 1.4368 -0.62
C -3.0270 1.8520 2.2388 0.74
N -3.7897 2.6966 3.0577 -0.79
N -1.7214 1.9185 2.3004 -0.77
P -0.6455 0.9249 1.3001 0.35
P -0.9185 -1.1901 1.8074 2.09
O -2.2751 -1.5431 2.2274 -1.10
O 0.2170 -1.5840 2.8876 -0.97
O -0.5989 -1.9865 0.4530 -0.97
H -4.6752 -1.0515 0.6544 0.24
H -5.1345 -1.3657 -1.0104 0.25
H -3.4770 -1.7447 -0.4331 0.22
H -4.6855 1.0715 1.7094 0.42
H -3.1722 3.3651 3.5191 0.39
H -4.1415 2.1166 3.8289 0.41
H -1.3309 2.5910 2.9509 0.44
H 0.6517 1.2333 1.7867 0.05
H -0.2896 -1.6860 3.7150 0.53
H -1.4414 -2.1282 -0.0099 0.53
C 0.9246 3.2364 -1.4112 -0.25
O 0.0443 3.6481 -2.4374 -0.56
C 0.0064 5.0643 -2.5909 -0.09
C 0.8268 5.5157 -3.7816 -0.09
O 2.2115 5.2901 -3.5687 -0.55
C 2.6949 4.1442 -4.2532 -0.26
H 1.0564 2.1570 -1.4944 0.19
H 1.9016 3.7170 -1.4968 0.19
H 0.4885 3.4635 -0.4282 0.14
H 0.3429 5.5619 -1.6760 0.18
H -1.0407 5.3386 -2.7601 0.18
H 0.6942 6.5944 -3.9098 0.19
H 0.4863 5.0243 -4.6975 0.18
H 2.7645 4.3492 -5.3257 0.18
H 2.0554 3.2734 -4.0890 0.17
H 3.6916 3.9223 -3.8747 0.19
C 2.5228 -5.9776 2.8203 -0.25
O 1.6124 -5.6528 1.7822 -0.55
C 1.5634 -4.2600 1.5073 -0.09
C 2.3499 -3.9160 0.2581 -0.09
O 3.7417 -4.1163 0.4486 -0.55
C 4.2104 -5.3190 -0.1425 -0.26
H 2.6541 -7.0586 2.8258 0.20
H 3.4965 -5.5066 2.6678 0.18
H 2.1140 -5.6693 3.7887 0.16
H 1.9205 -3.6826 2.3651 0.17
H 0.5144 -4.0059 1.3422 0.18
H 2.2092 -2.8522 0.0358 0.17
H 1.9861 -4.4895 -0.5998 0.18
H 4.2462 -5.2131 -1.2314 0.17
H 3.5811 -6.1719 0.1209 0.18
H 5.2191 -5.5027 0.2241 0.20
```

The orbital gap comes out at 6.85 eV. The total charge is +1. As for the multiplicity: 1.